[1]
Formula: C16H17NO
Source: the Open Molecules 2025 dataset
Level of theory: ωB97M-V/def2-TZVPD

```
35
Properties=species:S:1:pos:R:3
C 2.29 2.80 -2.29
C 0.76 -3.03 0.91
C 0.51 -1.66 1.31
C -2.17 -0.37 3.34
O 3.34 3.70 -2.22
H -1.34 0.53 -4.13
H -3.27 -2.16 3.67
H 1.22 -0.92 1.00
N -2.43 -1.73 3.34
C -0.16 -3.95 1.40
C -1.12 0.45 -3.04
H 1.54 -3.26 0.24
H 0.75 0.96 -4.57
H 4.15 3.34 -1.80
H -1.97 0.94 -2.64
C 0.93 1.46 -3.62
C -1.00 -0.10 2.65
H 0.00 -4.99 1.05
C -1.21 -3.72 2.18
H -3.13 0.29 3.57
C 1.50 2.47 -1.25
C 0.33 1.75 -1.38
H 0.24 1.59 3.29
H 1.85 2.70 -0.28
H -1.01 2.13 2.12
H -1.23 -0.62 -3.01
C 2.03 2.22 -3.58
H -1.70 -4.50 2.58
C -0.50 -1.41 2.14
H 0.44 1.03 1.67
C -0.38 1.22 2.45
C 0.00 1.23 -2.61
H 2.72 2.32 -4.46
H -0.57 1.65 -0.51
C -1.44 -2.37 2.50
```

The calculation puts the HOMO-LUMO gap at 8.56 eV. As for the SMILES: Cc1c[nH]c2ccccc12.Cc1ccc(O)cc1. Its spin multiplicity is 1. For the total energy, the calculation gives -20402.8380 eV. The calculation puts the max |F| at 5.4 eV/Å. As for the energy above the lowest of the compared OMol25 structures with the same formula, charge and spin: 2.988 eV. The HOMO energy is -7.8 eV.



[2]
Formula: C16H17NO
Source: the Open Molecules 2025 dataset
Level of theory: ωB97M-V/def2-TZVPD

```
35
Properties=species:S:1:pos:R:3
H -0.43 0.05 -4.15
C 0.68 1.57 -2.00
H -1.47 -4.07 -0.64
C -0.78 -3.18 2.99
C -1.05 -1.30 0.89
C -0.75 -0.88 2.21
C -0.65 1.11 -4.26
H 2.69 1.54 1.35
H -1.70 1.38 -4.23
C 1.94 2.84 -0.22
C 0.06 3.28 -3.36
H 0.61 -0.64 -1.81
C 1.09 0.26 -1.45
H 0.19 -1.27 5.18
N 0.82 3.82 -2.26
C -0.01 1.94 -3.23
H 1.94 3.82 0.27
H -0.42 3.97 -3.98
H -1.38 -0.41 4.89
H -0.65 -4.02 3.66
H -1.38 -2.17 5.14
H 1.33 4.60 -2.44
C -0.79 -1.78 3.31
H 2.03 -0.63 0.17
C -1.10 -2.65 0.71
C -0.80 -1.26 4.71
C -1.04 -3.67 1.67
C 1.80 0.42 -0.23
C 1.34 2.74 -1.50
C 2.26 1.63 0.36
H -0.12 1.19 -5.22
H -0.85 -4.70 1.58
H -1.44 -0.64 0.11
O -1.29 -3.07 -0.62
H -0.70 0.15 2.40
```

The calculation puts the HOMO-LUMO gap at 8.70 eV. As for the SMILES: Cc1c[nH]c2ccccc12.Cc1ccc(O)cc1. Its spin multiplicity is 1. For the total energy, the calculation gives -20402.9716 eV. The calculation puts the max |F| at 5.4 eV/Å. As for the energy above the lowest of the compared OMol25 structures with the same formula, charge and spin: 2.855 eV. The HOMO energy is -7.8 eV.



[3]
Formula: C16H17NO
Source: the Open Molecules 2025 dataset
Level of theory: ωB97M-V/def2-TZVPD

```
35
Properties=species:S:1:pos:R:3
H 2.71 0.00 2.39
C 0.29 -3.16 -0.51
H -0.26 2.92 -2.33
H 1.01 -0.83 1.01
H -1.30 -3.43 -3.34
H -3.09 -1.90 0.72
H 0.56 5.74 0.13
H 0.17 -2.25 -3.49
O -2.02 -3.47 2.27
H -2.45 -4.32 2.18
H -1.55 2.83 -1.22
C -1.43 -3.06 1.07
C -0.63 -2.72 -1.48
H 0.40 -3.84 -3.00
C -0.08 -3.47 0.76
C 0.21 3.58 -0.36
C 1.18 0.23 1.01
C -0.72 3.48 -1.51
C 0.57 4.69 0.36
C 0.71 2.45 0.39
H 2.78 2.37 3.16
H 1.27 -3.49 -0.86
C -1.83 -2.20 -1.15
N 1.41 4.33 1.41
C 0.51 1.10 0.13
H -0.02 0.63 -0.68
H -1.08 4.41 -1.94
H 1.85 4.90 2.12
C -0.35 -3.06 -2.97
C -2.21 -2.32 0.24
C 2.09 2.10 2.37
C 2.04 0.77 2.00
C 1.49 2.95 1.45
H 0.37 -4.11 1.51
H -2.61 -1.87 -1.83
```

The calculation puts the HOMO-LUMO gap at 8.48 eV. As for the SMILES: Cc1c[nH]c2ccccc12.Cc1ccc(O)cc1. Its spin multiplicity is 1. For the total energy, the calculation gives -20404.0968 eV. The calculation puts the max |F| at 3.6 eV/Å. As for the energy above the lowest of the compared OMol25 structures with the same formula, charge and spin: 1.730 eV. The HOMO energy is -7.6 eV.



[4]
Formula: C16H17NO
Source: the Open Molecules 2025 dataset
Level of theory: ωB97M-V/def2-TZVPD

```
35
Properties=species:S:1:pos:R:3
C -3.04 -1.76 1.65
H 5.36 1.03 0.84
C -3.88 -2.25 0.67
H -4.23 -2.57 -2.52
C -4.31 -3.18 -1.63
H -1.26 -1.15 3.24
H -3.39 -1.38 2.60
C 4.76 1.93 0.95
C -1.15 -2.15 0.22
H -0.74 1.08 -1.03
C -3.38 -2.72 -0.55
C 1.24 1.40 -0.24
C 2.70 2.89 -1.48
C 0.45 2.39 -2.25
C 2.58 0.73 1.43
H 4.92 2.26 1.98
H 3.66 3.37 -1.60
C 3.32 1.64 0.72
H 1.81 3.67 -3.26
H -0.10 -2.02 -0.02
C 0.21 1.58 -1.15
C 2.47 2.07 -0.36
C -1.67 -1.75 1.43
H 5.19 2.68 0.28
N 1.32 0.62 0.89
H 0.63 -0.08 1.11
H -5.34 -3.16 -1.27
C -2.01 -2.60 -0.77
H -1.63 -2.83 -1.76
O -0.80 -1.31 2.40
C 1.67 3.06 -2.37
H -0.34 2.55 -2.97
H -4.09 -4.21 -1.90
H -4.95 -2.33 0.84
H 2.86 0.23 2.34
```

The calculation puts the HOMO-LUMO gap at 8.17 eV. As for the SMILES: Cc1c[nH]c2ccccc12.Cc1ccc(O)cc1. Its spin multiplicity is 1. For the total energy, the calculation gives -20405.7426 eV. The calculation puts the max |F| at 0.8 eV/Å. As for the energy above the lowest of the compared OMol25 structures with the same formula, charge and spin: 0.084 eV. The HOMO energy is -7.5 eV.



[5]
Formula: C16H18
Source: the Open Molecules 2025 dataset
Level of theory: ωB97M-V/def2-TZVPD

```
34
Properties=species:S:1:pos:R:3
C -2.49 -0.62 0.32
C 2.19 0.90 -1.48
H 5.27 2.35 -1.09
C -2.61 -3.01 1.31
C -0.47 -2.50 3.00
C 4.19 2.27 -1.27
H -2.57 -5.02 2.12
C 2.02 3.29 -1.63
C -1.05 -3.77 3.00
H -2.08 -0.13 -1.74
H 0.35 -2.28 3.68
C -2.12 -4.03 2.13
C -1.52 -0.10 -0.79
C -0.96 1.29 -0.58
H -2.89 0.19 0.96
C -0.14 1.88 -1.77
H -3.39 -0.98 -0.19
H -0.37 1.27 0.36
H -1.80 1.99 -0.40
H 1.75 -0.09 -1.55
H -0.31 1.34 -2.72
C 1.38 2.04 -1.61
H 4.18 0.11 -1.18
H 1.43 4.19 -1.82
C -2.01 -1.74 1.26
C 3.40 3.41 -1.42
H 3.88 4.40 -1.40
H -0.65 -0.78 -0.92
C -0.96 -1.49 2.16
H -0.55 2.87 -1.98
H -0.53 -0.49 2.23
H -0.65 -4.57 3.64
C 3.58 1.01 -1.29
H -3.49 -3.20 0.68
```

The calculation puts the HOMO-LUMO gap at 10.03 eV. As for the SMILES: c1ccc(CCCCc2ccccc2)cc1. Its spin multiplicity is 1. For the total energy, the calculation gives -16883.9467 eV. The calculation puts the max |F| at 0.8 eV/Å. As for the energy above the lowest of the compared OMol25 structures with the same formula, charge and spin: 0.000 eV. The HOMO energy is -9.1 eV.



[6]
Formula: C16H18AlN2O5
Source: the Open Molecules 2025 dataset
Level of theory: ωB97M-V/def2-TZVPD

```
42
Properties=species:S:1:pos:R:3
Al -0.21 -1.01 -0.72
H -1.34 -1.02 6.03
H -0.96 -1.46 -3.12
H 0.80 -1.54 -3.00
C 1.70 -0.18 -0.29
H 0.90 0.60 -3.67
C -1.48 -1.99 5.54
H -2.43 -2.41 5.88
C -0.73 -4.24 1.96
N -0.17 -2.15 0.90
O 0.03 2.74 -2.21
H -1.52 -1.83 4.46
H 1.44 -0.83 6.79
C 0.00 0.46 -3.02
C -0.38 -2.95 5.97
C 1.72 -1.90 6.74
C 0.55 -2.60 3.15
C 0.53 -1.78 2.02
H 1.08 -0.85 1.97
O 2.16 -1.19 4.15
H 3.67 -1.68 7.57
O 2.75 0.17 0.07
C 0.07 1.56 -1.94
C 0.03 -3.90 3.08
H -0.55 -3.95 5.56
H 0.26 -4.61 3.88
H 3.61 -1.43 5.81
O -3.34 -0.10 -0.07
C -2.27 -0.39 -0.39
O 0.36 1.77 0.51
C 0.21 1.08 -0.47
C 1.28 -2.03 4.35
H -1.54 -3.53 0.07
C 3.22 -2.03 6.64
H -0.39 -3.06 7.06
H 1.36 -2.39 7.65
H -0.86 0.72 -3.67
C -0.09 -1.02 -2.60
H -1.20 -5.22 1.88
C -0.87 -3.32 0.91
N 1.00 -2.54 5.61
H 3.49 -3.08 6.50
```

The calculation puts the HOMO-LUMO gap (alpha / beta) at 7.72 / 5.74 eV. Its spin multiplicity is 1. For the total energy, the calculation gives -36665.2172 eV. The calculation puts the max |F| at 7.7 eV/Å. Its net charge is +3. The HOMO energy (alpha / beta) is -20.3 / -19.4 eV.



[7]
Formula: C16H18B2CoN6O2
Source: the Open Molecules 2025 dataset
Level of theory: ωB97M-V/def2-TZVPD

```
45
Properties=species:S:1:pos:R:3
Co -0.05 -0.37 -0.29
N 0.66 1.40 -2.26
N 0.35 1.27 -0.90
H -0.89 -0.84 -5.06
H 4.53 -2.75 -2.09
N 1.98 -0.76 -2.40
H -0.97 -0.59 5.59
H 1.26 0.38 -4.22
C -2.10 2.65 3.66
C -2.00 -1.86 -2.12
N -0.39 -0.70 -3.04
H -1.59 1.49 6.85
H 3.10 -1.39 -4.04
N -0.90 -1.11 -1.81
H 3.15 -2.23 0.22
H 0.33 4.51 -1.37
H 0.73 3.01 -3.65
B -0.53 0.21 1.54
C -1.16 -1.12 -4.04
C 3.66 -2.13 -1.96
H -0.20 -3.08 2.03
N 1.88 -1.07 -1.06
H 0.24 2.74 0.66
O -0.44 -0.40 2.85
C 0.62 2.69 -2.60
C -2.05 2.63 5.06
C 0.41 3.45 -1.46
C -1.63 1.53 3.00
H 1.19 -2.10 1.61
O -1.17 1.48 1.72
H -2.30 3.54 5.62
C -1.19 0.38 3.69
C 0.49 -2.84 1.23
C -1.25 0.32 5.07
B 0.91 0.11 -3.09
C 2.93 -1.88 -0.78
H -0.11 -2.47 0.37
C 0.33 2.54 -0.38
H -3.02 -2.27 -4.06
C -1.64 1.48 5.75
H 1.01 -3.73 0.87
H -2.57 -2.36 -1.35
C 2.99 -1.44 -2.96
H -2.42 3.53 3.09
C -2.21 -1.84 -3.50
```

The calculation puts the HOMO-LUMO gap (alpha / beta) at 5.51 / 3.18 eV. Its spin multiplicity is 4. For the total energy, the calculation gives -68882.8838 eV. The calculation puts the max |F| at 3.4 eV/Å. Its net charge is +2. The HOMO energy (alpha / beta) is -14.4 / -14.4 eV.



[8]
Formula: C16H18B2F19NO10S
Source: the Open Molecules 2025 dataset
Level of theory: ωB97M-V/def2-TZVPD

```
67
Properties=species:S:1:pos:R:3
H -4.90 -2.70 -3.29
H -5.55 -1.31 0.04
F 2.80 -0.82 -1.82
H -4.30 -0.11 0.19
O -5.40 -0.61 1.88
C 5.19 0.93 1.58
C -5.94 2.07 -0.37
O 6.72 2.32 0.06
O 7.54 0.06 2.07
H -6.36 0.16 4.37
H 1.77 3.78 -1.29
B 5.43 2.13 0.52
C -5.32 -0.35 0.49
H 2.87 1.95 -0.59
C 2.84 3.92 -1.41
H 8.13 -0.66 1.85
O 2.46 -1.82 1.39
B 6.27 -0.23 1.69
C 3.79 0.39 1.89
F -5.59 2.68 0.78
H 5.93 -2.24 2.14
H 0.93 -2.31 -2.33
C -5.87 0.89 3.72
H 3.14 4.77 -0.81
F -3.94 1.04 2.31
C -1.67 -1.66 -1.09
H -5.12 2.14 -1.08
F 4.75 -0.23 -1.03
F -3.97 -2.15 -4.97
C 4.07 1.97 3.32
O 3.81 2.43 4.38
C -3.90 -2.49 -3.67
S 2.75 -0.57 0.76
F 4.04 -2.29 -0.79
O 4.47 3.02 0.14
C 3.67 -1.01 -0.81
H -1.09 -0.78 -1.39
F -7.52 0.51 0.46
H 4.15 2.25 -1.78
H 7.10 1.56 -0.38
C 3.60 2.67 -0.94
H -1.81 -1.58 -0.01
F -0.04 -2.98 -0.15
H 3.06 4.14 -2.45
F -2.26 -0.75 -3.54
F -5.23 1.80 4.48
O -2.99 -1.61 -1.60
F -6.81 1.52 2.99
C -3.30 -1.30 -2.89
F 0.68 -4.29 -2.42
O 3.14 1.54 2.40
C -4.83 0.18 2.83
F -3.15 -3.60 -3.54
F -0.48 -2.88 -3.62
F -7.01 2.73 -0.88
H 3.91 -0.31 2.72
O 5.31 1.73 2.85
N 5.81 -1.60 1.37
F -1.65 -4.02 -1.21
O 1.63 0.24 0.37
C 0.13 -3.05 -2.43
F -4.15 -0.64 3.67
F -6.50 0.13 -1.43
C -6.33 0.60 -0.16
C -0.84 -2.94 -1.25
H 6.25 -2.00 0.55
F -4.29 -0.38 -2.85
```

The calculation puts the HOMO-LUMO gap at 10.16 eV. As for the SMILES: CCOB(O)[C@@]1(B(N)O)OC(=O)O[C@H]1S(=O)(=O)C(F)(F)F.FC(F)C(F)(F)COC(F)(F)C(F)F.FC(F)C(F)(F)COC(F)(F)C(F)F. Its spin multiplicity is 1. For the total energy, the calculation gives -102671.5378 eV. The calculation puts the max |F| at 1.9 eV/Å. The HOMO energy is -10.6 eV.